No. 1
{
  "formula": "C45H63GeN4O3P2PdS",
  "method": "ωB97M-V/def2-TZVPD",
  "e_homo_ev": [-11.27, -12.28],
  "mol_weight_g_mol": 981.07,
  "de_lowest_kcal_mol": 0.0,
  "total_charge": 2,
  "total_energy_ha": -5482.5966,
  "gap_ev": [7.0, 5.0],
  "multiplicity": 4,
  "s2": 3.76,
  "fmax_ha_per_bohr": 0.004,
  "elements": ["Pd", "C", "C", "N", "C", "C", "C", "S", "N", "C", "O", "C", "C", "C", "C", "C", "C", "H", "H", "H", "H", "H", "H", "H", "H", "H", "H", "H", "H", "H", "H", "H", "C", "C", "C", "C", "P", "C", "C", "C", "C", "C", "C", "C", "C", "C", "C", "H", "H", "H", "H", "H", "H", "H", "H", "H", "H", "H", "H", "H", "H", "H", "H", "H", "H", "H", "H", "H", "H", "H", "C", "Ge", "C", "C", "C", "C", "C", "C", "C", "C", "C", "C", "C", "C", "C", "C", "C", "C", "H", "H", "H", "H", "H", "H", "H", "H", "H", "H", "H", "H", "H", "H", "H", "N", "C", "P", "O", "O", "C", "N", "H", "H", "H", "H", "H", "H", "H", "H", "H", "H"],
  "coordinates": [[0.37, -0.01, -0.23], [1.91, -0.71, 5.20], [0.44, -0.36, 5.02], [-0.26, -1.33, 4.16], [-0.69, -2.59, 4.80], [0.13, -3.79, 4.35], [-0.55, -1.14, 2.87], [0.18, 0.31, 2.13], [-1.33, -2.01, 2.29], [-1.62, -2.15, 0.98], [-0.99, -1.71, 0.00], [-2.81, -3.02, 0.70], [-3.65, -3.45, 1.73], [-4.75, -4.24, 1.43], [-5.01, -4.60, 0.12], [-4.17, -4.19, -0.90], [-3.07, -3.40, -0.61], [2.39, 0.04, 5.83], [2.42, -0.74, 4.24], [2.03, -1.68, 5.69], [0.32, 0.63, 4.60], [-0.08, -0.37, 5.97], [-1.74, -2.74, 4.57], [-0.59, -2.43, 5.87], [0.02, -3.96, 3.28], [-0.22, -4.68, 4.88], [1.19, -3.65, 4.58], [-3.42, -3.18, 2.75], [-5.41, -4.57, 2.23], [-5.87, -5.23, -0.11], [-4.36, -4.50, -1.92], [-2.39, -3.08, -1.39], [3.82, 0.68, 2.08], [3.86, -0.21, 0.83], [3.28, -1.59, 1.19], [5.32, -0.41, 0.40], [2.77, 0.51, -0.53], [3.36, -0.48, -1.96], [2.70, -1.69, -2.22], [3.16, -2.57, -3.19], [4.28, -2.25, -3.95], [4.95, -1.05, -3.72], [4.49, -0.18, -2.73], [3.17, 2.31, -0.85], [4.63, 2.77, -0.80], [2.58, 2.62, -2.24], [2.39, 3.12, 0.20], [4.31, 0.14, 2.90], [2.80, 0.91, 2.39], [4.36, 1.61, 1.94], [3.90, -2.03, 1.97], [3.29, -2.27, 0.34], [2.26, -1.52, 1.57], [5.89, -0.74, 1.26], [5.78, 0.51, 0.03], [5.41, -1.17, -0.37], [1.81, -1.94, -1.66], [2.64, -3.50, -3.35], [4.65, -2.94, -4.69], [5.83, -0.80, -4.28], [5.05, 0.73, -2.55], [5.28, 2.30, -1.54], [5.08, 2.63, 0.18], [4.65, 3.84, -1.00], [3.20, 2.20, -3.03], [2.56, 3.70, -2.38], [1.56, 2.25, -2.34], [2.82, 3.03, 1.19], [1.35, 2.80, 0.25], [2.41, 4.17, -0.08], [-0.81, 3.63, -1.55], [-1.29, 2.00, -0.55], [-2.99, 1.40, -1.38], [-3.30, 0.05, -1.56], [-4.53, -0.35, -2.08], [-5.46, 0.61, -2.46], [-5.17, 1.96, -2.30], [-3.95, 2.35, -1.76], [-1.58, 2.53, 1.33], [-0.83, 3.60, 1.78], [-0.75, 3.94, 3.14], [-1.42, 3.19, 4.08], [-2.22, 2.10, 3.68], [-2.94, 1.34, 4.64], [-3.76, 0.32, 4.26], [-3.91, 0.02, 2.88], [-3.21, 0.71, 1.94], [-2.33, 1.76, 2.30], [-1.62, 4.35, -1.46], [-0.66, 3.37, -2.59], [0.10, 4.09, -1.18], [-2.57, -0.71, -1.28], [-4.76, -1.40, -2.18], [-6.42, 0.30, -2.86], [-5.90, 2.71, -2.57], [-3.75, 3.40, -1.63], [-0.28, 4.20, 1.07], [-0.16, 4.79, 3.45], [-1.35, 3.43, 5.13], [-2.84, 1.60, 5.69], [-4.32, -0.24, 4.99], [-4.58, -0.77, 2.58], [-3.33, 0.46, 0.89], [-2.76, 1.03, -4.52], [-2.03, -0.27, -4.59], [-0.34, 0.07, -3.92], [-0.15, 1.53, -4.20], [-0.13, -0.54, -2.58], [0.83, -0.72, -5.12], [2.07, 0.12, -4.99], [-2.08, 1.78, -4.73], [-3.09, 1.21, -3.56], [-3.57, 1.08, -5.15], [-1.99, -0.58, -5.63], [-2.58, -1.01, -4.00], [0.48, -0.64, -6.14], [1.09, -1.75, -4.87], [2.55, -0.07, -4.09], [1.76, 1.11, -4.96], [2.74, -0.03, -5.74]]
}

=====

No. 2
{
  "formula": "C45H64BaN2OP2S3Si",
  "method": "ωB97M-V/def2-TZVPD",
  "e_homo_ev": [-1.34, -0.41],
  "mol_weight_g_mol": 972.58,
  "de_lowest_kcal_mol": 128.5,
  "total_charge": -1,
  "total_energy_ha": -4129.8829,
  "gap_ev": [3.4, 2.5],
  "multiplicity": 2,
  "s2": 1.76,
  "fmax_ha_per_bohr": 0.064,
  "elements": ["Ba", "C", "Si", "C", "C", "C", "C", "C", "C", "P", "C", "C", "C", "C", "C", "C", "C", "C", "C", "C", "C", "C", "C", "C", "C", "C", "C", "C", "P", "C", "C", "C", "C", "C", "C", "C", "C", "C", "C", "C", "C", "H", "H", "H", "H", "H", "H", "H", "H", "H", "H", "H", "H", "H", "H", "H", "H", "H", "H", "H", "H", "H", "H", "H", "H", "H", "H", "H", "H", "H", "H", "H", "H", "H", "H", "H", "H", "H", "H", "H", "H", "H", "H", "H", "H", "H", "H", "H", "H", "H", "H", "H", "H", "H", "H", "H", "S", "C", "N", "C", "C", "C", "N", "C", "C", "H", "H", "H", "H", "H", "H", "C", "O", "C", "S", "S", "H", "H", "H"],
  "coordinates": [[10.51, 10.56, 8.75], [9.82, 12.98, 13.14], [10.87, 12.70, 14.63], [11.74, 10.99, 14.57], [11.42, 9.62, 14.48], [12.33, 8.61, 14.63], [13.68, 8.96, 14.76], [14.10, 10.27, 14.77], [13.12, 11.28, 14.74], [13.07, 13.09, 15.10], [13.69, 13.50, 16.86], [14.91, 12.60, 17.21], [15.34, 12.77, 18.70], [15.69, 14.28, 19.02], [14.60, 15.27, 18.49], [14.19, 15.00, 17.09], [13.77, 13.70, 13.43], [13.26, 15.06, 12.93], [14.40, 15.92, 12.49], [15.27, 15.19, 11.47], [15.70, 13.73, 11.93], [15.30, 13.47, 13.38], [10.07, 13.18, 16.31], [9.76, 12.14, 17.22], [8.94, 12.41, 18.29], [8.29, 13.66, 18.38], [8.62, 14.70, 17.53], [9.61, 14.50, 16.53], [9.98, 15.90, 15.34], [10.37, 17.40, 16.37], [11.46, 18.25, 15.55], [12.06, 19.43, 16.28], [12.71, 18.88, 17.54], [11.71, 18.23, 18.49], [10.99, 17.06, 17.78], [8.27, 16.26, 14.47], [8.19, 17.03, 13.11], [7.38, 18.35, 13.07], [5.93, 18.27, 13.64], [5.79, 17.05, 14.55], [7.09, 16.73, 15.34], [9.98, 12.14, 12.44], [10.07, 13.95, 12.62], [8.78, 13.14, 13.34], [10.37, 9.45, 14.30], [12.03, 7.57, 14.84], [14.42, 8.18, 14.98], [15.14, 10.56, 14.84], [12.84, 13.26, 17.62], [15.78, 12.72, 16.57], [14.64, 11.49, 17.18], [16.13, 12.08, 18.91], [14.50, 12.57, 19.39], [16.61, 14.47, 18.45], [15.88, 14.54, 20.06], [14.99, 16.28, 18.62], [13.67, 15.25, 19.19], [15.06, 15.08, 16.43], [13.38, 15.67, 16.67], [13.31, 12.93, 12.75], [12.58, 15.47, 13.73], [12.67, 14.97, 12.00], [15.03, 16.10, 13.43], [14.12, 16.90, 12.10], [16.13, 15.75, 11.11], [14.58, 15.06, 10.63], [16.81, 13.57, 11.91], [15.34, 12.96, 11.20], [15.94, 14.07, 14.06], [15.53, 12.42, 13.62], [10.23, 11.17, 17.05], [8.88, 11.66, 19.07], [7.53, 13.80, 19.12], [8.15, 15.71, 17.60], [9.47, 18.01, 16.57], [10.96, 18.56, 14.63], [12.32, 17.62, 15.30], [11.26, 20.08, 16.68], [12.77, 20.06, 15.70], [13.30, 19.64, 18.08], [13.39, 18.09, 17.25], [10.92, 18.95, 18.80], [12.09, 17.77, 19.41], [10.19, 16.71, 18.45], [11.63, 16.17, 17.66], [8.03, 15.19, 14.28], [7.78, 16.32, 12.37], [9.25, 17.20, 12.82], [7.28, 18.86, 12.07], [8.00, 19.04, 13.70], [5.24, 18.19, 12.74], [5.61, 19.15, 14.21], [5.46, 16.14, 13.92], [5.03, 17.26, 15.37], [6.86, 15.92, 16.04], [7.40, 17.62, 15.95], [9.15, 13.78, 7.23], [8.89, 12.32, 7.82], [4.23, 8.66, 7.59], [5.57, 8.35, 7.75], [6.10, 8.47, 9.06], [7.50, 8.61, 9.19], [8.29, 8.70, 8.13], [7.81, 8.31, 6.93], [6.48, 8.01, 6.69], [3.77, 8.89, 8.44], [3.70, 8.73, 6.72], [5.47, 8.66, 9.92], [7.97, 8.64, 10.12], [8.60, 8.09, 6.18], [6.19, 7.55, 5.72], [16.29, 10.60, 7.90], [15.26, 9.74, 8.38], [13.98, 10.11, 8.60], [13.60, 11.76, 8.38], [13.12, 8.73, 9.07], [16.85, 10.80, 8.85], [15.83, 11.55, 7.47], [16.89, 10.04, 7.15]]
}

=====

No. 3
{
  "formula": "C45H64F2IrNO2SSbSe",
  "method": "ωB97M-V/def2-TZVPD",
  "e_homo_ev": [-5.35, -7.43],
  "mol_weight_g_mol": 1114.01,
  "de_lowest_kcal_mol": 0.0,
  "total_energy_ha": -5302.1564,
  "gap_ev": [5.7, 4.9],
  "multiplicity": 6,
  "s2": 8.85,
  "fmax_ha_per_bohr": 0.009,
  "elements": ["Ir", "C", "C", "C", "C", "C", "C", "C", "Se", "C", "C", "C", "C", "C", "C", "O", "C", "C", "C", "C", "C", "C", "C", "C", "C", "O", "C", "C", "C", "C", "C", "C", "H", "H", "H", "H", "H", "H", "H", "H", "H", "H", "H", "H", "H", "H", "H", "H", "H", "H", "H", "H", "H", "H", "H", "H", "H", "H", "H", "H", "H", "H", "H", "H", "H", "H", "H", "H", "H", "H", "H", "H", "C", "C", "C", "C", "C", "C", "C", "C", "C", "S", "C", "N", "H", "H", "H", "H", "H", "H", "H", "H", "F", "C", "F", "H", "C", "C", "Sb", "C", "C", "C", "C", "H", "H", "H", "H", "H", "H", "H", "H", "H", "H", "H", "H", "H", "H", "H"],
  "coordinates": [[-1.17, -0.12, -1.66], [4.59, -3.75, 2.83], [4.56, -4.03, 1.32], [5.99, -3.91, 0.78], [4.05, -5.46, 1.09], [3.62, -3.08, 0.59], [2.63, -2.35, 1.26], [1.75, -1.55, 0.58], [0.40, -0.67, 1.59], [0.71, 1.20, 1.28], [1.46, 1.80, 2.29], [1.63, 3.17, 2.36], [1.02, 3.92, 1.35], [0.26, 3.38, 0.33], [0.07, 1.96, 0.30], [-0.71, 1.49, -0.66], [-0.41, 4.31, -0.69], [-0.15, 3.88, -2.14], [-1.92, 4.33, -0.39], [0.10, 5.75, -0.58], [2.34, 3.86, 3.52], [3.31, 4.93, 2.99], [3.14, 2.87, 4.37], [1.28, 4.53, 4.41], [1.79, -1.48, -0.87], [0.94, -0.80, -1.49], [2.85, -2.21, -1.57], [3.70, -2.97, -0.82], [2.95, -2.15, -3.09], [4.19, -2.88, -3.61], [1.71, -2.83, -3.68], [3.05, -0.69, -3.57], [5.34, -4.39, 3.29], [4.85, -2.72, 3.04], [3.63, -3.97, 3.30], [6.65, -4.55, 1.37], [6.08, -4.22, -0.26], [6.36, -2.89, 0.86], [4.68, -6.17, 1.63], [3.02, -5.57, 1.44], [4.07, -5.72, 0.03], [2.57, -2.38, 2.34], [1.91, 1.15, 3.03], [1.14, 4.99, 1.38], [-0.47, 2.86, -2.34], [-0.70, 4.54, -2.81], [0.91, 3.97, -2.38], [-2.35, 3.34, -0.46], [-2.08, 4.71, 0.62], [-2.44, 4.99, -1.09], [1.19, 5.81, -0.70], [-0.36, 6.34, -1.37], [-0.17, 6.21, 0.37], [4.05, 4.49, 2.32], [2.79, 5.72, 2.46], [3.83, 5.39, 3.83], [3.85, 2.30, 3.76], [3.70, 3.41, 5.13], [2.49, 2.16, 4.88], [0.74, 5.30, 3.86], [0.55, 3.79, 4.76], [1.75, 4.99, 5.28], [4.47, -3.52, -1.32], [4.17, -3.94, -3.36], [4.20, -2.80, -4.69], [5.11, -2.44, -3.22], [1.70, -3.89, -3.42], [0.79, -2.39, -3.33], [1.73, -2.76, -4.77], [3.96, -0.22, -3.19], [3.10, -0.68, -4.66], [2.20, -0.09, -3.26], [-0.61, -0.04, -4.79], [-1.33, -1.30, -4.41], [-1.69, -2.20, -5.37], [-2.33, -3.41, -5.03], [-2.60, -3.67, -3.68], [-3.25, -4.84, -3.24], [-3.53, -5.09, -1.89], [-3.17, -4.16, -0.96], [-2.51, -2.95, -1.35], [-2.08, -1.85, -0.13], [-2.21, -2.71, -2.70], [-1.57, -1.55, -3.06], [0.23, -0.26, -5.45], [-0.20, 0.49, -3.92], [-1.26, 0.66, -5.30], [-1.46, -1.97, -6.40], [-2.63, -4.12, -5.79], [-3.53, -5.57, -4.00], [-4.03, -6.00, -1.60], [-3.38, -4.32, 0.09], [-3.24, 1.85, -1.92], [-2.92, 0.60, -2.39], [-4.00, -0.20, -2.07], [-2.89, 0.66, -3.48], [-5.60, 3.14, 1.23], [-4.76, 2.47, 2.31], [-3.63, 0.83, 1.48], [-2.55, 0.31, 3.28], [-3.23, 0.65, 4.60], [-5.15, -0.71, 1.70], [-6.38, -0.38, 2.52], [-6.20, 3.96, 1.63], [-6.29, 2.43, 0.75], [-4.97, 3.55, 0.43], [-5.37, 2.10, 3.13], [-4.03, 3.17, 2.72], [-1.58, 0.82, 3.21], [-2.36, -0.76, 3.21], [-3.41, 1.72, 4.70], [-2.63, 0.34, 5.46], [-4.20, 0.15, 4.69], [-4.62, -1.57, 2.12], [-5.43, -0.99, 0.68], [-6.13, -0.12, 3.55], [-7.08, -1.22, 2.56], [-6.93, 0.47, 2.10]]
}

=====

No. 4
{
  "formula": "C45H64N10O3PS",
  "method": "ωB97M-V/def2-TZVPD",
  "e_homo_ev": [-8.21, -8.21],
  "mol_weight_g_mol": 856.12,
  "total_energy_ha": -3265.8771,
  "gap_ev": [8.0, 7.6],
  "multiplicity": 2,
  "s2": 0.75,
  "fmax_ha_per_bohr": 0.011,
  "elements": ["C", "C", "C", "C", "C", "P", "O", "O", "S", "C", "C", "C", "C", "N", "O", "H", "H", "H", "H", "H", "H", "H", "H", "H", "H", "H", "H", "H", "H", "H", "H", "H", "H", "H", "N", "C", "C", "C", "C", "H", "H", "H", "H", "H", "N", "C", "C", "C", "C", "H", "H", "H", "H", "H", "N", "C", "C", "C", "C", "H", "H", "H", "H", "H", "N", "C", "C", "C", "C", "H", "H", "H", "H", "H", "N", "C", "C", "C", "C", "H", "H", "H", "H", "H", "N", "C", "C", "C", "C", "H", "H", "H", "H", "H", "N", "C", "C", "C", "C", "H", "H", "H", "H", "H", "N", "C", "C", "C", "C", "H", "H", "H", "H", "H", "N", "C", "C", "C", "C", "H", "H", "H", "H", "H"],
  "coordinates": [[0.48, -1.69, 0.44], [-0.16, -3.01, 0.85], [-1.07, -2.69, 2.06], [0.96, -4.02, 1.14], [0.63, -5.53, 1.11], [0.28, -6.32, 2.74], [0.03, -5.12, 3.79], [-1.18, -7.01, 2.64], [1.63, -7.55, 3.27], [-0.33, -5.91, -0.03], [-1.46, -4.93, -0.39], [-1.93, -5.18, -1.82], [-2.70, -5.11, 0.49], [-0.93, -3.52, -0.34], [-0.43, -3.13, -1.45], [1.33, -1.82, -0.22], [-0.26, -1.06, -0.06], [0.83, -1.18, 1.34], [-1.42, -1.66, 2.00], [-0.49, -2.79, 2.98], [-1.96, -3.31, 2.14], [1.72, -3.87, 0.36], [1.43, -3.75, 2.09], [1.57, -6.02, 0.89], [-0.88, -4.95, 4.04], [-1.92, -6.43, 2.39], [-0.79, -6.88, 0.18], [0.27, -6.06, -0.93], [-2.52, -6.10, -1.84], [-2.55, -4.36, -2.17], [-1.10, -5.30, -2.52], [-3.03, -6.15, 0.42], [-3.52, -4.47, 0.14], [-2.55, -4.87, 1.54], [-1.44, 1.07, 1.53], [-2.59, 1.81, 1.58], [-2.63, 2.46, 2.78], [-1.44, 2.10, 3.49], [-0.74, 1.24, 2.70], [-1.14, 0.52, 0.75], [-3.27, 1.84, 0.74], [-3.40, 3.14, 3.11], [-1.14, 2.45, 4.46], [0.21, 0.75, 2.85], [4.24, 0.39, 2.96], [3.86, -0.83, 2.47], [4.34, -0.95, 1.20], [5.05, 0.25, 0.91], [4.97, 1.05, 2.02], [4.03, 0.74, 3.88], [3.28, -1.51, 3.07], [4.22, -1.79, 0.54], [5.57, 0.50, -0.01], [5.37, 2.03, 2.21], [-0.77, 5.44, 2.86], [0.00, 6.07, 1.92], [0.26, 7.34, 2.36], [-0.38, 7.48, 3.62], [-1.01, 6.29, 3.90], [-1.10, 4.49, 2.79], [0.29, 5.56, 1.01], [0.84, 8.08, 1.85], [-0.37, 8.36, 4.25], [-1.59, 5.97, 4.75], [-2.10, 8.96, 6.42], [-3.21, 9.75, 6.53], [-3.06, 10.53, 7.65], [-1.80, 10.19, 8.23], [-1.24, 9.22, 7.45], [-1.95, 8.28, 5.69], [-4.01, 9.69, 5.81], [-3.76, 11.26, 8.01], [-1.37, 10.62, 9.11], [-0.30, 8.70, 7.53], [2.18, -4.06, -2.36], [2.93, -5.20, -2.50], [4.25, -4.83, -2.57], [4.30, -3.42, -2.46], [3.00, -2.97, -2.34], [1.18, -4.02, -2.27], [2.47, -6.17, -2.53], [5.08, -5.50, -2.68], [5.18, -2.80, -2.49], [2.60, -1.98, -2.25], [-4.06, -0.64, -0.69], [-5.38, -0.51, -1.02], [-5.52, -0.81, -2.35], [-4.22, -1.13, -2.84], [-3.34, -1.02, -1.80], [-3.67, -0.49, 0.22], [-6.11, -0.22, -0.28], [-6.44, -0.80, -2.90], [-3.97, -1.40, -3.85], [-2.28, -1.18, -1.75], [1.24, 3.55, -0.89], [-0.10, 3.83, -0.99], [-0.24, 4.90, -1.84], [1.06, 5.27, -2.27], [1.95, 4.42, -1.67], [1.64, 2.82, -0.34], [-0.83, 3.26, -0.45], [-1.17, 5.36, -2.12], [1.31, 6.07, -2.95], [3.02, 4.36, -1.73], [2.35, 6.96, -5.68], [1.27, 7.27, -6.46], [0.86, 6.12, -7.09], [1.74, 5.08, -6.67], [2.64, 5.63, -5.81], [2.85, 7.61, -5.11], [0.88, 8.27, -6.51], [0.03, 6.03, -7.77], [1.70, 4.04, -6.97], [3.46, 5.18, -5.26], [0.48, -8.08, -4.15], [0.03, -9.25, -4.70], [0.57, -9.36, -5.95], [1.38, -8.22, -6.17], [1.31, -7.44, -5.05], [0.25, -7.74, -3.24], [-0.63, -9.90, -4.15], [0.40, -10.18, -6.64], [1.95, -7.99, -7.06], [1.77, -6.50, -4.81]]
}